No. 1
This record from OMol25 describes a structure of composition C27H28N4OSe3SnTe2 at a distorted geometry. The level of theory is wB97M-V/def2-TZVPD.

HOMO-LUMO gap (spin up / spin down) ... 6.12 / 5.57 eV
HOMO level (spin up / spin down) ... -3.8 / -4.0 eV
E_LUMO (spin up / spin down) ... 2.3 / 1.6 eV

Geometry as ORCA input:
```
! RIJCOSX wB97M-V def2-TZVPD def2/J DEFGRID3
* xyz -1 2
C 5.846 3.258 2.905
Sn 0.576 0.124 0.025
H 6.273 -3.501 1.211
C 2.718 1.462 1.736
C 2.630 -4.555 2.404
H 0.531 -4.223 2.066
H -5.495 1.917 -0.095
C 3.044 -2.734 0.332
C -3.116 -0.959 -0.132
C 1.760 -3.092 0.727
C 5.557 -2.978 0.578
N -2.602 0.243 -0.266
Se -1.652 1.283 2.792
C 1.543 -3.985 1.763
C 2.222 -4.173 -2.528
H 3.697 -5.491 -4.295
C 4.210 -2.591 -2.596
H -4.458 -3.173 0.341
C 4.177 1.825 1.904
C 6.516 1.510 1.406
C 6.848 2.578 2.229
Se -0.411 -0.679 2.470
C 6.116 -5.165 -5.518
N -5.047 -2.423 0.024
H 0.905 -2.671 0.209
H 5.498 -6.031 -5.753
H 1.786 -4.945 -3.163
H 2.290 -4.563 -1.512
H -2.421 -1.794 -0.120
H 6.308 -4.616 -6.442
H 3.734 3.402 3.270
C 5.447 -4.278 -4.502
C 4.521 2.881 2.744
C -3.443 1.278 -0.259
H 5.710 -0.417 -2.038
Te 3.252 -1.235 -1.149
H 2.481 -5.253 3.218
H 7.077 -5.522 -5.142
N -5.340 -0.130 0.012
Te -0.241 3.182 2.098
H 1.552 -3.312 -2.505
C -4.500 -1.159 -0.006
Se -0.097 3.011 -0.319
H 4.762 -4.665 2.512
H 7.029 -2.838 -4.473
H 6.097 4.079 3.566
H 6.445 -0.428 -3.644
H -6.008 -2.464 0.316
C 3.914 -4.224 2.000
C 4.204 -4.588 -3.970
C 6.057 -3.111 -4.071
N 2.384 0.639 0.789
C 4.146 -3.315 0.972
C 5.190 1.138 1.244
C 5.462 -2.266 -3.137
H 7.296 0.962 0.891
C 3.579 -3.767 -3.037
H 4.921 0.312 0.600
O 1.926 2.045 2.561
H 5.741 -3.257 -0.461
C 6.246 -1.031 -2.756
H 5.726 -1.903 0.667
H -3.006 2.263 -0.368
C -4.801 1.083 -0.109
H 7.883 2.878 2.345
H 7.207 -1.317 -2.324
*
```

No. 2
This record from OMol25 describes a cluster of 2 separate species, C3H6INS in total at a distorted geometry. The level of theory is wB97M-V/def2-TZVPD.

HOMO-LUMO gap ... 8.74 eV
SMILES ... C=CS.C=NI
HOMO level ... -9.0 eV
E_LUMO ... -0.2 eV

Geometry as ORCA input:
```
! RIJCOSX wB97M-V def2-TZVPD def2/J DEFGRID3
* xyz 0 1
S 1.362 0.862 0.947
H 0.011 -2.586 -0.081
H 2.008 -0.717 -0.675
H -0.133 1.561 -1.374
N -1.598 0.468 -0.990
C -0.984 1.517 -0.761
H -1.360 2.165 0.025
H -0.400 -1.680 1.291
I -3.195 -0.242 0.257
H 2.746 1.048 0.916
C 1.239 -0.745 0.064
C 0.305 -1.651 0.383
*
```

No. 3
This record from OMol25 describes a structure of composition C18H14BrF3N3O5Rb at a distorted geometry. The level of theory is wB97M-V/def2-TZVPD.

HOMO-LUMO gap (spin up / spin down) ... 7.33 / 5.57 eV
HOMO level (spin up / spin down) ... -8.6 / -8.6 eV
E_LUMO (spin up / spin down) ... -1.3 / -3.0 eV

Geometry as ORCA input:
```
! RIJCOSX wB97M-V def2-TZVPD def2/J DEFGRID3
* xyz 0 1
C -2.830 -2.860 2.625
C -0.265 0.476 -3.693
H 3.839 2.282 5.761
Br 2.706 0.499 1.021
H -3.000 -0.776 1.503
C 3.826 -0.382 7.849
H 3.379 -1.882 4.853
H -2.292 -4.879 3.069
C 2.511 0.043 2.844
H -5.365 -1.142 4.083
F 1.830 -0.493 -4.508
C 3.901 0.941 7.429
C 3.525 0.246 5.145
N 0.608 -1.367 2.356
O -1.818 -1.826 0.729
H 3.940 -0.626 8.896
H -5.567 -3.280 5.307
O 0.424 1.154 -2.891
H 1.304 -0.978 4.292
H 4.070 1.729 8.151
C 3.481 -1.084 5.578
C 0.532 -0.741 -4.301
C 1.468 -0.804 3.230
O -1.456 0.521 -3.969
C 3.771 1.252 6.089
F 0.476 -1.761 -3.365
H -0.213 -2.340 3.830
H 3.609 -2.426 7.238
C 3.631 -1.392 6.919
C -1.770 -2.714 1.597
C -4.795 -3.163 4.558
F 0.030 -1.236 -5.429
N -1.165 2.503 -0.090
O -3.622 -0.629 2.251
C -4.690 -1.963 3.881
C 3.377 0.614 3.746
Rb -0.188 -0.325 -0.784
C -2.962 -4.062 3.315
O -1.831 2.233 -0.976
C -3.937 -4.224 4.279
C -3.707 -1.801 2.905
H -4.041 -5.165 4.802
N -0.243 -2.175 2.808
H -1.313 -3.677 1.330
H 4.000 1.426 3.389
*
```

No. 4
This record from OMol25 describes an isolated molecule of CH4N2OS at a distorted geometry. The level of theory is wB97M-V/def2-TZVPD.

HOMO-LUMO gap ... 9.26 eV
SMILES ... NNOC=S
HOMO level ... -8.7 eV
E_LUMO ... 0.5 eV

Geometry as ORCA input:
```
! RIJCOSX wB97M-V def2-TZVPD def2/J DEFGRID3
* xyz 0 1
N -1.044 -0.293 0.186
H -1.010 -0.385 1.203
N 0.018 0.268 -0.343
H -0.132 0.120 -1.393
C 2.280 0.281 0.129
H 1.790 1.209 0.406
O 1.291 -0.534 -0.370
H -1.455 -1.174 -0.338
S 3.862 -0.124 0.134
*
```

No. 5
This record from OMol25 describes an isolated molecule of C6H11N at a distorted geometry. The level of theory is wB97M-V/def2-TZVPD.

HOMO-LUMO gap ... 12.08 eV
SMILES ... CCC(C)(C)C#N
HOMO level ... -11.3 eV
E_LUMO ... 0.8 eV

Geometry as ORCA input:
```
! RIJCOSX wB97M-V def2-TZVPD def2/J DEFGRID3
* xyz 0 1
H -1.398 0.591 -1.495
H 0.160 1.023 -2.220
H -0.358 -0.288 1.894
C -0.636 -1.952 0.556
H 0.377 -2.366 0.585
C 0.291 0.418 -0.090
H -0.438 2.324 0.437
C -0.327 0.348 -1.514
H -1.073 -2.209 -0.416
C 0.558 1.908 0.379
C -0.639 -0.438 0.847
H -0.249 -0.666 -1.921
C 1.640 -0.162 -0.093
H -1.225 -2.489 1.310
N 2.745 -0.496 -0.029
H 1.172 2.501 -0.325
H -1.675 -0.080 0.746
H 1.075 2.033 1.349
*
```

No. 6
This record from OMol25 describes a cluster of 14 separate species, C66H168N8O22 in total at a distorted geometry. The level of theory is wB97M-V/def2-TZVPD.

HOMO-LUMO gap ... 8.84 eV
HOMO level ... -8.3 eV
E_LUMO ... 0.6 eV

Geometry as ORCA input:
```
! RIJCOSX wB97M-V def2-TZVPD def2/J DEFGRID3
* xyz 0 1
H 13.159 -23.326 21.451
H 10.599 -14.494 29.263
O 12.987 -12.266 26.159
C 12.336 -19.488 26.748
O 14.638 -14.728 26.357
H 7.138 -18.850 24.792
C 12.539 -23.124 20.578
H 20.493 -21.261 22.609
H 11.144 -21.936 21.333
H 11.245 -18.806 23.743
H 14.570 -10.232 23.174
H 10.673 -24.104 19.811
H 5.904 -10.990 18.423
O 13.853 -12.860 32.803
C 10.820 -13.482 20.184
H 8.297 -13.228 19.438
H 16.956 -13.526 28.235
O 15.345 -11.309 21.480
H 11.727 -13.273 20.751
H 14.657 -11.231 28.820
H 15.365 -15.678 21.109
H 7.963 -13.326 23.808
H 14.107 -15.217 23.042
C 17.816 -13.267 28.853
H 13.484 -13.100 16.176
H 4.004 -15.672 22.197
H 11.453 -19.600 27.377
H 17.426 -15.539 27.929
O 10.025 -14.394 21.002
C 5.697 -14.374 22.510
H 9.591 -17.283 26.808
H 18.738 -13.362 28.280
H 12.252 -14.627 34.998
H 13.470 -20.799 19.864
H 15.726 -17.198 28.668
O 8.933 -18.933 25.857
H 12.316 -18.509 26.268
H 12.427 -16.537 24.733
C 4.236 -14.613 22.306
C 10.955 -15.516 29.393
H 10.151 -13.787 26.325
N 13.768 -14.019 18.717
H 1.950 -13.148 21.811
H 20.157 -23.574 21.734
H 14.847 -12.266 18.155
H 8.125 -15.643 22.240
C 12.253 -10.819 15.399
H 18.037 -15.903 30.643
H 16.233 -12.344 25.003
O 19.220 -11.692 23.636
C 21.127 -23.810 19.055
H 20.578 -20.572 21.037
C 13.504 -19.441 27.734
O 13.585 -20.694 28.361
H 7.090 -20.974 26.049
H 17.637 -13.449 25.309
H 14.480 -11.150 31.785
H 15.208 -11.694 27.215
C 11.975 -19.331 20.588
H 11.456 -20.398 23.150
H 12.432 -15.931 26.368
H 12.361 -11.548 14.596
H 18.879 -18.758 26.658
H 15.568 -11.648 33.146
H 11.870 -25.353 25.608
C 18.234 -19.990 22.172
H 18.524 -20.981 20.508
H 8.749 -13.733 27.221
H 11.132 -13.921 19.236
C 11.487 -24.279 20.514
H 16.467 -20.891 22.905
N 11.811 -21.866 20.578
H 6.970 -21.218 24.290
C 9.630 -24.069 25.282
H 12.457 -20.290 26.020
N 6.322 -15.408 23.341
C 14.644 -14.181 19.830
H 14.124 -13.771 20.696
H 3.952 -12.586 18.568
H 11.676 -15.305 21.929
H 12.385 -18.975 29.361
H 17.211 -17.872 29.271
C 16.573 -17.825 28.388
H 8.315 -23.151 26.625
C 14.897 -18.909 23.318
H 15.600 -13.666 19.736
C 14.542 -11.577 32.785
H 19.496 -12.706 20.050
C 11.161 -19.399 22.832
O 3.408 -13.954 23.217
C 14.233 -15.445 25.234
H 14.757 -13.990 34.221
H 17.463 -10.638 23.997
C 18.301 -15.975 23.006
O 18.342 -15.367 29.907
O 12.131 -25.424 19.938
C 16.147 -17.429 19.504
N 17.963 -12.170 21.242
H 12.870 -23.966 25.785
C 8.447 -14.286 23.986
H 7.686 -11.086 20.119
H 8.185 -10.410 18.585
H 18.881 -11.958 22.778
H 13.189 -27.063 20.442
H 19.974 -14.963 20.858
O 18.108 -15.230 21.820
H 14.432 -19.222 27.205
H 11.910 -16.223 33.261
C 14.348 -10.757 22.245
H 9.566 -24.229 24.206
H 18.434 -15.395 23.920
O 11.555 -15.873 30.650
C 13.828 -12.635 18.269
H 21.715 -22.761 21.357
H 19.313 -17.551 27.797
C 9.083 -13.613 26.190
H 13.257 -20.779 21.610
H 12.567 -18.691 19.934
H 9.821 -11.725 20.814
H 5.829 -13.422 23.025
H 16.746 -17.616 26.154
H 8.270 -16.310 23.742
C 16.365 -10.351 21.192
H 14.642 -16.455 25.266
C 12.710 -15.680 25.345
H 13.241 -14.943 30.024
O 13.186 -11.068 16.469
H 11.204 -10.869 15.692
H 17.672 -12.214 29.096
C 13.468 -15.748 32.074
C 13.213 -18.526 28.814
C 2.035 -13.758 22.710
H 14.517 -17.918 23.563
C 11.941 -11.861 28.294
H 18.792 -13.583 30.846
H 16.259 -18.852 28.202
C 6.604 -11.824 18.393
H 16.663 -14.824 31.767
O 11.831 -18.699 21.791
H 6.723 -11.985 17.321
H 9.586 -25.069 25.712
N 8.747 -21.804 24.991
H 8.990 -12.587 25.836
H 1.663 -14.749 22.450
N 12.800 -15.766 33.404
H 18.653 -19.156 21.608
H 14.405 -13.730 23.885
H 11.003 -11.837 27.741
H 13.984 -10.798 33.306
H 17.343 -16.487 23.100
H 9.593 -21.557 25.485
H 19.074 -9.828 25.637
O 10.893 -23.527 25.602
C 7.796 -15.454 23.262
H 14.190 -19.443 22.684
C 20.139 -21.404 21.588
H 14.059 -18.515 29.501
H 10.307 -16.225 22.074
H 13.811 -10.045 21.617
C 12.727 -20.725 20.658
N 18.658 -21.228 21.478
H 15.501 -15.083 26.582
H 16.479 -13.111 31.456
C 12.647 -15.040 30.933
H 16.863 -17.163 20.282
H 18.164 -13.722 19.751
H 15.380 -18.114 19.865
O 8.418 -14.604 25.398
H 11.791 -13.935 33.485
C 14.848 -15.636 20.150
H 11.604 -15.685 28.534
H 13.617 -12.832 34.908
H 13.903 -25.496 21.026
H 11.188 -16.159 20.462
C 7.624 -20.898 25.102
H 7.555 -23.481 25.049
C 19.199 -14.409 21.387
H 13.863 -16.101 20.126
H 17.142 -12.501 21.727
C 8.060 -19.430 24.845
C 18.038 -14.031 30.199
O 17.178 -15.827 27.048
C 18.693 -13.231 20.567
H 12.858 -17.538 28.519
C 18.572 -10.779 25.815
H 17.721 -10.518 26.444
H 19.068 -16.748 22.960
C 7.829 -11.322 19.065
H 9.656 -17.254 24.984
H 19.731 -14.052 22.269
H 10.096 -19.403 22.600
H 13.626 -11.535 22.495
C 20.642 -22.780 21.166
H 12.072 -24.314 24.144
H 1.402 -13.221 23.417
C 16.694 -14.068 30.982
N 8.773 -12.398 19.116
H 13.048 -10.449 27.027
C 18.102 -11.376 24.482
H 18.554 -19.909 23.211
H 15.844 -14.184 30.309
C 9.086 -17.524 25.873
H 12.402 -9.818 14.995
H 10.696 -11.532 19.271
H 16.872 -9.884 22.036
H 13.624 -16.762 31.708
H 16.237 -20.309 21.288
C 12.008 -24.339 25.231
H 12.836 -20.913 28.920
C 17.254 -17.250 27.046
H 14.481 -15.350 32.134
O 5.999 -12.928 19.087
H 12.477 -26.186 21.784
H 12.064 -12.904 28.587
H 20.713 -23.904 18.051
C 14.423 -11.851 27.955
H 13.912 -14.725 18.009
H 8.154 -16.977 26.012
H 19.215 -11.449 26.386
C 10.819 -15.613 21.331
H 19.200 -17.254 26.034
H 12.022 -12.665 17.140
H 15.679 -14.981 23.799
H 3.915 -14.212 21.344
H 14.963 -19.497 24.234
H 10.994 -19.607 20.203
H 22.164 -23.547 18.846
H 16.650 -17.954 18.692
H 10.069 -16.136 29.256
C 14.610 -14.800 23.915
C 18.716 -17.707 26.899
H 16.904 -11.519 19.581
C 12.993 -26.064 20.832
C 17.233 -12.647 24.692
C 16.692 -20.053 22.245
H 14.338 -12.868 28.339
H 6.171 -14.327 21.530
H 13.140 -23.150 19.669
H 13.255 -13.155 26.402
H 15.972 -9.551 20.564
H 21.186 -24.792 19.525
H 18.306 -10.468 20.035
C 17.481 -11.082 20.396
H 12.289 -14.048 31.210
C 13.794 -13.503 34.067
O 20.422 -22.817 19.760
C 8.460 -23.130 25.545
H 8.517 -19.259 23.870
H 11.999 -11.234 29.185
H 17.071 -13.139 23.733
O 16.181 -18.800 22.809
H 9.477 -14.231 23.636
H 13.412 -11.965 19.021
H 11.003 -24.467 21.473
H 4.376 -14.238 19.032
C 4.746 -13.332 18.552
C 13.064 -12.428 16.924
C 12.602 -14.471 33.977
H 4.840 -13.596 17.498
C 13.076 -11.496 27.329
O 15.568 -16.187 19.063
H 12.060 -14.860 25.041
C 10.043 -12.185 19.851
H 6.127 -15.129 24.292
*
```